1.
The following is a DFT calculation (ωB97M-V with the def2-TZVPD basis set) of the molecule C5H10N2O2S in a non-equilibrium geometry.

Geometry (Å):
C 3.128 0.284 1.304
S 2.880 -0.364 -0.377
C 1.244 -0.100 -0.834
N 0.383 0.588 -0.188
C -0.975 0.638 -0.775
C -1.526 1.997 -0.376
O -1.695 -0.341 -0.200
C -1.129 -1.574 -0.081
N -2.188 -2.297 0.467
O -0.007 -1.991 -0.272
H 2.824 -0.453 2.024
H 2.863 1.301 1.517
H 4.237 0.367 1.209
H 1.132 -0.547 -1.768
H -0.903 0.399 -1.859
H -2.558 2.118 -0.475
H -0.994 2.773 -0.955
H -1.367 2.270 0.728
H -3.051 -1.793 0.354
H -2.300 -3.276 0.559

Summary:
- Total charge: 0
- SMILES string: CS/C=N/[C@H](C)OC(N)=O
- F_max: 3.59 eV/Å
- Energy relative to the best compared isomer or geometry (same formula, charge and spin): 0.0 kcal per mole

***

2.
The following is a DFT calculation (ωB97M-V with the def2-TZVPD basis set) of a structure of composition C3H5O3Sc in a non-equilibrium geometry.

Geometry (Å):
O 0.297 -0.961 1.761
C -0.317 -1.505 0.740
C -0.342 -1.370 2.990
O 0.084 -1.406 -0.414
O -1.367 -2.199 1.067
C -1.594 -2.103 2.491
H -0.564 -0.473 3.573
H 0.357 -2.016 3.530
H -2.517 -1.535 2.646
H -1.694 -3.118 2.888
H 1.619 1.399 -1.769
Sc 1.403 -0.330 -1.593

Summary:
- Total charge: +2
- F_max: 4.46 eV/Å
- Energy relative to the best compared isomer or geometry (same formula, charge and spin): 0.0 kcal per mole